Record 1
The following is a quantum chemistry calculation of a 4-piece molecular cluster, C24H55N3O12P3 overall in a non-equilibrium geometry, from the OMol25 dataset.

**Strongest force on any atom**: 0.138 Eh/bohr
**HOMO-LUMO gap**: 0.255 hartree
**Energy above the lowest of the compared OMol25 structures with the same formula, charge and spin**: 386.8 kJ/mol
**Highest occupied orbital energy**: -11.34 eV

ORCA input file:
```
! RIJCOSX wB97M-V def2-TZVPD def2/J DEFGRID3
* xyz 1 1
P -5.928 1.353 2.264
P 4.553 -4.714 0.444
P -1.227 3.835 -0.597
O -0.801 2.417 -1.299
O 3.728 -5.014 1.828
O -5.588 2.814 1.628
O -5.945 2.085 3.725
O -7.566 1.318 2.120
O -0.043 3.565 0.491
O -0.337 4.875 -1.508
O 3.609 -3.554 -0.234
O 5.441 -3.502 1.075
O 4.224 -5.872 -0.428
O -5.460 0.453 1.173
O -2.607 3.996 -1.122
N 2.044 -2.254 -4.648
N 4.706 0.218 -4.540
N 3.130 -1.502 -4.859
C -8.766 -0.514 3.211
C -0.796 6.203 -1.779
C -6.370 1.420 4.911
C -5.641 0.115 5.165
C -8.268 0.093 1.912
C 7.507 -4.745 1.571
C 3.512 -0.421 -4.200
C 6.408 -1.443 -3.686
C 2.722 0.111 -3.148
C 3.023 -3.760 -1.510
C 1.593 -0.619 -2.870
C 5.741 -0.067 -3.493
C -5.532 2.891 -0.803
C 1.359 -1.777 -3.656
C 6.476 -3.732 2.031
C 0.357 4.552 1.441
C 4.790 -6.457 3.497
C -1.978 1.903 -3.364
C 3.724 -6.313 2.427
C -1.789 1.576 -1.893
C -0.247 7.215 -0.793
C -4.733 2.934 0.487
C 1.645 -4.388 -1.392
C -0.793 5.093 2.268
H -7.454 1.290 4.890
H -9.394 -1.382 3.005
H -2.888 1.441 -3.750
H 0.475 -2.360 -3.400
H -5.631 -0.525 4.278
H -1.152 4.335 2.964
H 7.203 -1.501 -2.937
H -6.121 -0.427 5.981
H -2.031 2.977 -3.539
H 0.920 -3.649 -1.040
H 3.678 -4.359 -2.144
H -6.061 3.834 -0.949
H -6.169 2.105 5.736
H 1.630 -5.204 -0.673
H 4.711 -5.661 4.237
H 5.020 -0.200 -5.415
H 1.075 4.067 2.105
H 0.910 5.345 0.934
H -1.442 0.543 -1.792
H 5.791 -6.432 3.063
H -0.462 5.955 2.847
H -0.440 6.454 -2.779
H 6.788 -1.585 -4.701
H 3.719 -1.820 -5.623
H 8.118 -4.331 0.768
H 1.307 -4.768 -2.359
H 3.012 0.996 -2.596
H 6.034 -4.000 2.992
H -6.288 2.107 -0.789
H 6.968 -2.771 2.188
H -7.656 -0.628 1.368
H 7.038 -5.660 1.195
H -2.731 1.640 -1.352
H 0.841 7.158 -0.738
H 4.682 -7.414 4.009
H -4.220 3.887 0.562
H -9.353 0.207 3.780
H -3.963 2.162 0.503
H -1.638 5.396 1.640
H 3.834 -7.097 1.676
H 6.473 0.744 -3.527
H 5.312 -0.042 -2.487
H -1.886 6.248 -1.800
H -4.605 0.306 5.449
H 2.936 -2.781 -1.987
H -7.935 -0.854 3.832
H -0.522 8.225 -1.098
H -1.131 1.533 -3.948
H -0.654 7.055 0.207
H 5.677 -2.227 -3.452
H -9.127 0.332 1.282
H 2.743 -6.438 2.887
H 0.891 -0.343 -2.090
H 8.167 -5.005 2.398
H -4.876 2.731 -1.659
*
```

---

Record 2
The following is a quantum chemistry calculation of a 4-piece molecular cluster, C24H56BN5O5P overall in a non-equilibrium geometry, from the OMol25 dataset.

**Strongest force on any atom**: 0.074 Eh/bohr
**HOMO-LUMO gap**: 0.201 hartree
**Energy above the lowest of the compared OMol25 structures with the same formula, charge and spin**: 343.1 kJ/mol
**Highest occupied orbital energy**: -3.06 eV

ORCA input file:
```
! RIJCOSX wB97M-V def2-TZVPD def2/J DEFGRID3
* xyz -1 1
P -2.274 -2.960 1.973
O 1.944 3.576 -2.759
O 6.088 1.060 1.366
O 7.762 2.289 0.341
O -0.135 -3.659 4.170
O 0.074 -2.274 -4.345
N -1.946 -2.581 -5.256
N -3.777 -3.551 1.856
N 0.913 4.888 -1.268
N 0.217 -5.355 5.589
N -4.081 3.826 -0.289
C -1.163 -0.108 -1.086
C 1.456 -0.688 -1.326
C 0.155 -6.066 6.847
C -2.967 -2.502 -6.276
C 8.599 0.956 2.191
C 3.372 0.814 -0.397
C 5.863 0.084 0.281
C 0.004 -0.684 -2.017
C -4.528 -0.169 1.632
C 7.441 1.490 1.243
C 3.057 5.623 -2.221
C 4.901 0.660 -0.868
C -0.273 -4.117 5.293
C -5.101 0.870 0.554
C -0.664 -2.124 -5.306
C 1.943 4.615 -2.114
C -5.449 2.323 1.194
C -5.489 3.338 -0.069
C 0.727 6.049 -0.426
C -0.976 -3.355 6.384
C -0.206 -1.439 -6.567
C -2.090 -1.256 -0.407
C -2.959 -0.032 1.916
C 2.319 0.631 -1.621
B -2.022 -1.200 1.251
H -2.591 0.976 1.492
H 0.081 -0.014 -2.953
H -3.286 -3.517 -6.525
H 2.667 6.577 -2.580
H -1.307 -2.392 5.995
H 0.674 -5.802 4.807
H 1.544 6.762 -0.520
H 2.037 -1.571 -1.775
H -0.250 -1.731 -2.368
H -0.679 0.581 -0.319
H -4.876 -1.204 1.322
H -0.357 -5.495 7.618
H -3.822 3.751 -1.281
H 0.656 5.714 0.611
H 1.635 1.556 -1.730
H -3.159 -1.183 -0.790
H -0.811 -0.549 -6.752
H 8.341 0.010 2.761
H -0.274 -2.127 -7.413
H -0.878 -0.895 1.502
H 3.540 5.752 -1.250
H -4.679 2.635 1.970
H -6.230 4.196 0.080
H -0.371 -7.009 6.684
H -0.211 6.533 -0.708
H 9.538 0.820 1.547
H -1.888 0.538 -1.702
H 3.801 5.264 -2.932
H 1.176 -6.281 7.172
H 5.308 1.665 -1.216
H -2.178 -3.027 -4.379
H 1.338 -0.826 -0.204
H -0.293 -3.175 7.217
H 3.258 1.872 0.030
H 0.833 -1.133 -6.453
H -1.430 -3.848 1.185
H -1.578 -2.252 -0.692
H 3.166 0.100 0.465
H 2.973 0.540 -2.564
H -3.819 -1.951 -5.869
H -6.508 2.256 1.628
H -2.612 -2.004 -7.176
H 8.839 1.773 2.957
H -3.823 -4.405 1.289
H 0.206 4.165 -1.252
H 6.880 -0.230 -0.141
H -1.852 -3.910 6.725
H -4.476 0.947 -0.394
H -6.125 0.455 0.222
H -5.836 2.764 -0.998
H 5.319 -0.821 0.734
H -2.773 0.010 3.041
H -3.489 3.128 0.197
H -1.901 -2.983 3.364
H -5.070 0.077 2.623
H 4.885 -0.054 -1.768
*
```

---

Record 3
The following is a quantum chemistry calculation of a 9-piece molecular cluster, C24H56ClN8O12 overall in a non-equilibrium geometry, from the OMol25 dataset.

**Strongest force on any atom**: 0.030 Eh/bohr
**HOMO-LUMO gap**: 0.332 hartree
**Energy above the lowest of the compared OMol25 structures with the same formula, charge and spin**: 425.1 kJ/mol
**Highest occupied orbital energy**: -6.77 eV

ORCA input file:
```
! RIJCOSX wB97M-V def2-TZVPD def2/J DEFGRID3
* xyz -1 1
Cl 19.125 15.661 -9.409
O 17.308 10.899 -9.162
O 19.946 15.560 -10.595
O 19.180 17.004 -8.877
O 19.600 14.736 -8.399
O 15.799 16.218 -6.299
O 19.625 20.309 -10.345
O 21.910 11.422 -7.786
O 23.433 12.326 -14.638
O 17.748 15.343 -9.720
O 23.952 14.984 -9.243
O 20.873 18.379 -14.423
O 13.179 15.920 -13.587
N 23.027 12.895 -12.481
N 19.594 21.384 -8.346
N 21.117 16.184 -14.975
N 15.084 14.124 -5.747
N 17.954 11.551 -11.235
N 14.399 14.228 -12.680
N 20.118 11.022 -6.447
N 23.385 14.885 -7.047
C 24.628 15.520 -6.617
C 18.697 11.223 -6.248
C 19.256 21.333 -6.944
C 14.469 12.803 -12.433
C 14.522 14.493 -4.476
C 20.722 11.559 -7.538
C 22.519 14.398 -6.007
C 20.971 17.492 -15.251
C 20.120 22.640 -8.851
C 18.439 12.647 -12.043
C 21.264 15.207 -16.038
C 17.602 11.781 -9.955
C 24.064 13.879 -12.352
C 22.826 12.163 -13.585
C 23.148 14.726 -8.365
C 20.820 10.236 -5.456
C 17.912 10.229 -11.815
C 15.351 15.001 -11.892
C 15.691 15.033 -6.544
C 19.350 20.328 -9.167
C 22.282 12.629 -11.240
C 21.391 15.665 -13.652
C 13.450 14.745 -13.483
C 15.211 12.708 -6.023
H 24.400 16.542 -6.319
H 18.444 22.037 -6.742
H 18.821 19.523 -8.636
H 19.531 12.714 -12.021
H 20.380 9.238 -5.453
H 15.594 12.579 -7.040
H 18.051 13.606 -11.710
H 22.050 11.389 -13.511
H 20.930 17.696 -16.335
H 20.678 10.692 -4.471
H 13.645 13.925 -4.164
H 21.784 13.547 -10.924
H 18.268 12.451 -13.105
H 18.533 11.722 -5.291
H 18.237 11.812 -7.042
H 25.016 14.973 -5.752
H 20.347 22.470 -9.900
H 19.437 23.466 -8.652
H 17.463 9.476 -11.181
H 14.257 15.548 -4.541
H 16.144 14.602 -7.453
H 15.944 12.169 -5.416
H 20.697 14.864 -13.386
H 24.544 14.070 -13.314
H 25.382 15.411 -7.389
H 12.966 13.952 -14.075
H 13.735 12.282 -13.046
H 14.244 12.208 -5.976
H 21.052 22.831 -8.305
H 24.887 13.453 -11.769
H 15.292 14.754 -10.831
H 15.206 14.393 -3.625
H 16.329 14.590 -12.166
H 21.713 13.771 -6.379
H 21.120 15.696 -17.001
H 23.727 14.832 -11.956
H 21.344 16.423 -12.875
H 22.383 15.216 -13.665
H 23.013 12.304 -10.497
H 23.139 13.890 -5.265
H 14.301 12.577 -11.378
H 22.153 14.289 -8.540
H 22.274 14.787 -16.055
H 18.922 20.344 -6.630
H 20.543 14.399 -15.904
H 15.345 16.058 -12.119
H 17.708 12.846 -9.696
H 21.548 11.839 -11.380
H 18.134 10.290 -6.369
H 15.464 12.415 -12.674
H 20.131 21.550 -6.324
H 18.920 9.915 -12.107
H 21.996 15.184 -5.447
H 17.356 10.317 -12.756
H 20.027 12.148 -8.152
H 21.883 10.299 -5.673
*
```

---

Record 4
The following is a quantum chemistry calculation of a 14-piece molecular cluster, C24H56F15N4O27P2S4 overall in a non-equilibrium geometry, from the OMol25 dataset.

**Strongest force on any atom**: 0.133 Eh/bohr
**HOMO-LUMO gap (alpha / beta)**: 0.147 / 0.338 hartree
**Highest occupied orbital energy (alpha / beta)**: -4.72 / -10.15 eV

ORCA input file:
```
! RIJCOSX wB97M-V def2-TZVPD def2/J DEFGRID3
* xyz 0 2
S 4.909 -4.939 0.471
S 0.773 4.860 -0.789
S -4.165 2.311 -2.007
S 3.040 -0.495 4.357
P 0.003 -6.687 0.246
P 2.034 0.320 -5.337
F 1.449 -1.088 -4.851
F -0.822 -6.366 1.662
F 3.430 -0.040 -5.963
F -2.751 -2.060 1.328
F 2.574 0.533 -3.875
F 0.770 -6.798 -1.194
F 1.417 -6.883 1.007
F -1.300 -6.828 -0.612
F 2.275 1.788 -5.699
F -0.832 -1.300 2.038
F 1.289 0.003 -6.723
F -1.093 -3.259 1.250
F 0.070 -5.043 0.117
F 0.658 0.989 -4.754
F -0.045 -8.239 0.316
O 3.987 -1.903 4.407
O 1.752 -1.257 3.519
O 6.224 -4.095 0.187
O 4.685 -5.201 1.876
O -2.692 3.802 7.125
O 4.796 -5.920 -0.568
O -4.277 3.919 -2.241
O 2.646 -0.098 5.731
O -0.431 4.995 -1.908
O -2.884 2.109 -1.307
O 0.164 -0.827 -0.578
O -6.148 -1.087 3.600
O 0.353 6.313 -0.110
O -1.427 -2.093 -1.569
O 6.980 1.753 -3.735
O 0.439 3.804 0.161
O -4.756 0.299 4.719
O 5.679 3.645 -3.721
O 5.901 2.445 -1.929
O -5.368 1.616 -1.506
O -1.683 2.699 5.459
O -0.470 4.038 6.668
O 3.935 -3.624 0.148
O -3.863 2.083 -3.657
O 3.693 0.496 3.485
O 2.085 5.018 -1.427
O -4.981 0.314 2.479
N -2.949 -5.263 0.575
N -2.500 -3.585 -3.789
N -1.493 0.320 -3.225
N 1.041 -3.724 -1.881
C -1.180 -1.373 -0.372
C -4.328 4.356 -3.501
C -6.477 -1.391 2.285
C 5.482 4.013 -0.300
C 6.066 -2.637 0.413
C -8.048 -1.455 2.440
C 6.225 2.530 -3.197
C -1.713 3.590 6.483
C -1.390 -2.017 1.048
C -4.653 2.994 -4.376
C -0.779 6.994 -0.757
C 5.041 4.415 -2.734
C -1.474 5.801 -1.494
C 1.996 0.752 -0.351
C -0.392 2.513 4.969
C 3.106 -2.988 4.210
C 0.453 3.521 5.718
C 4.666 -2.417 -0.021
C -5.219 -0.195 3.661
C 2.080 -2.591 3.126
C -5.797 -0.307 1.484
C 0.795 0.018 0.328
C 4.968 3.396 -1.612
C -0.215 2.308 3.508
H -6.512 0.443 1.146
H 5.520 5.307 -2.331
H 3.763 -3.819 3.955
H -0.197 1.512 5.353
H 1.194 -3.221 3.206
H 2.589 -2.460 2.171
H 2.654 -3.226 5.173
H -4.320 3.209 -5.392
H -5.232 -0.702 0.640
H 6.498 4.408 -0.325
H 6.333 -2.479 1.458
H 2.677 1.197 0.374
H -1.636 -4.038 -4.054
H -3.048 -4.382 -3.498
H 1.774 -3.051 -2.051
H 3.975 2.949 -1.578
H -2.124 6.248 -2.246
H -1.280 7.403 0.120
H -2.854 -2.972 -4.509
H 0.694 4.222 4.919
H -8.276 -2.502 2.639
H -3.117 -5.202 -0.419
H 0.855 2.221 3.322
H 5.563 3.255 0.479
H 0.719 -4.114 -2.755
H -0.495 7.870 -1.340
H -5.031 5.175 -3.654
H 4.164 -1.648 0.567
H -3.304 -4.451 1.060
H -8.667 -0.910 3.152
H 1.659 1.545 -1.019
H 1.140 -0.530 1.205
H 0.249 0.882 0.706
H 6.638 -2.121 -0.359
H -2.065 5.233 -0.775
H -2.428 -2.970 -2.991
H 4.769 4.747 0.073
H 4.595 -1.938 -0.998
H -5.708 2.756 -4.240
H -0.716 3.205 3.143
H -6.072 -2.385 2.098
H 3.988 4.519 -2.994
H -2.033 -5.671 0.698
H -1.807 -0.487 -0.279
H 2.569 0.031 -0.936
H 1.357 -4.342 -1.147
H 1.247 2.963 6.213
H -1.715 0.142 -4.194
H -0.679 1.428 3.063
H -3.322 4.679 -3.769
H -1.119 -0.503 -2.774
H -8.475 -1.438 1.437
H -0.698 0.933 -3.338
H 0.202 -3.225 -1.622
H -3.542 -5.986 0.959
H -2.257 0.692 -2.679
*
```

---

> strongest force on any atom of number 4 (C24H56F15N4O27P2S4)?

0.133 Eh/bohr

---

> Which formula does entry 3 have?

C24H56ClN8O12